Record 1
Formula: BrClN2O2
Source: OMol25
Level of theory: wB97M-V/def2-TZVPD

XYZ file:
```
6
Properties=species:S:1:pos:R:3:lowdin_charge:R:1
Br -2.599 0.531 -0.165 0.5282
Cl -0.764 -1.831 0.425 0.5738
O 1.887 -0.438 -0.773 0.0730
O 1.223 1.577 -0.002 0.1425
N 1.385 0.454 -0.149 -0.2788
N -1.131 -0.294 0.665 -1.0387
```

**E_LUMO (spin up / spin down)**: -0.055 / -0.023 Ha
**2S+1**: 1
**E_HOMO (spin up / spin down)**: -9.2 / -9.8 eV
**Total charge**: 0
**Gap between HOMO and LUMO (spin up / spin down)**: 7.71 / 9.16 eV


Record 2
Formula: BrClO2S
Source: OMol25
Level of theory: wB97M-V/def2-TZVPD

XYZ file:
```
5
Properties=species:S:1:pos:R:3:lowdin_charge:R:1
Br 1.330 -0.137 -1.484 0.4761
Cl -0.499 -1.929 0.676 0.2239
S 0.005 0.127 0.182 0.1813
O -1.620 1.146 -0.484 -0.4413
O 0.784 0.792 1.109 -0.4401
```

**E_LUMO (spin up / spin down)**: -0.111 / -0.111 Ha
**2S+1**: 1
**E_HOMO (spin up / spin down)**: -11.0 / -11.0 eV
**Total charge**: 0
**Gap between HOMO and LUMO (spin up / spin down)**: 8.00 / 7.99 eV


Record 3
Formula: BrFHOP
Source: OMol25
Level of theory: wB97M-V/def2-TZVPD

XYZ file:
```
5
Properties=species:S:1:pos:R:3:lowdin_charge:R:1
Br -1.618 1.347 -0.165 0.3152
P -0.812 -0.500 -0.918 0.5965
F -1.478 -1.416 0.185 -0.4253
O 1.574 0.624 0.269 -0.4906
H 2.334 -0.056 0.629 0.0043
```

**E_LUMO**: -0.091 Ha
**2S+1**: 1
**E_HOMO**: -9.1 eV
**Total charge**: 0
**Gap between HOMO and LUMO**: 6.62 eV


Record 4
Formula: BrH14O7
Source: OMol25
Level of theory: wB97M-V/def2-TZVPD

XYZ file:
```
22
Properties=species:S:1:pos:R:3:lowdin_charge:R:1
Br -0.716 0.720 0.312 -0.9127
O 1.229 -0.063 -4.294 -0.0624
O 2.281 -3.514 -1.164 -0.0578
O 3.323 -1.226 2.874 -0.0626
O -1.842 -4.018 2.305 -0.0620
O 1.650 4.672 2.962 -0.0617
O -1.231 4.749 -2.398 -0.0640
O -5.444 -0.544 -0.412 -0.0663
H 2.496 -0.766 2.735 0.0289
H 3.207 -3.666 -1.351 0.0222
H 2.160 4.136 3.569 0.0218
H -1.139 -3.490 1.928 0.0296
H -2.004 4.791 -2.961 0.0196
H 3.304 -1.481 3.796 0.0223
H 2.270 -2.709 -0.646 0.0303
H -4.492 -0.612 -0.341 0.0249
H -5.587 0.147 -1.058 0.0233
H -1.217 3.847 -2.077 0.0232
H 1.921 -0.724 -4.310 0.0200
H 0.954 -0.025 -3.378 0.0260
H -2.384 -4.266 1.556 0.0258
H 1.260 4.043 2.355 0.0315
```

**E_LUMO**: 0.103 Ha
**2S+1**: 1
**E_HOMO**: -4.5 eV
**Total charge**: -1
**Gap between HOMO and LUMO**: 7.25 eV


Record 5
Formula: BrH16O8
Source: OMol25
Level of theory: wB97M-V/def2-TZVPD

XYZ file:
```
25
Properties=species:S:1:pos:R:3:lowdin_charge:R:1
Br 4.999 6.861 -24.273 -0.7757
O 3.725 3.360 -21.856 -0.0697
O 5.842 6.123 -19.745 -0.0627
O 7.770 4.129 -26.768 -0.0668
O 0.183 5.705 -25.386 -0.0617
O 2.932 10.831 -24.802 -0.0714
O 5.239 9.039 -28.580 -0.0589
O 9.233 8.713 -23.215 -0.0659
O 3.173 3.547 -27.859 -0.0611
H 2.311 10.407 -25.394 0.0224
H 4.575 3.013 -21.583 0.0193
H 5.973 5.175 -19.734 0.0173
H 7.816 3.327 -26.248 0.0221
H 3.270 3.980 -27.011 0.0237
H 7.060 4.633 -26.369 0.0097
H 3.936 4.162 -22.334 -0.0039
H 3.516 4.178 -28.491 0.0289
H 4.656 9.039 -27.821 0.0231
H 5.817 6.351 -20.674 0.0131
H 9.149 9.581 -23.609 0.0229
H 0.124 4.790 -25.113 0.0259
H 8.477 8.226 -23.542 0.0168
H 3.415 10.108 -24.401 0.0073
H 5.489 9.956 -28.691 0.0227
H 1.051 5.987 -25.095 0.0226
```

**E_LUMO**: 0.105 Ha
**2S+1**: 1
**E_HOMO**: -5.1 eV
**Total charge**: -1
**Gap between HOMO and LUMO**: 7.99 eV


Record 6
Formula: BrH2IO2Si
Source: OMol25
Level of theory: wB97M-V/def2-TZVPD

XYZ file:
```
7
Properties=species:S:1:pos:R:3:lowdin_charge:R:1
I 3.490 0.808 0.046 0.6380
Br 1.141 -3.466 -0.149 -0.4206
Si 1.268 0.004 -0.147 -0.0474
O 0.348 -0.117 1.145 -0.1236
O 0.419 0.624 -1.355 -0.1251
H 0.583 0.583 -2.268 0.0553
H -0.520 -0.122 0.882 0.0233
```

**E_LUMO**: -0.072 Ha
**2S+1**: 1
**E_HOMO**: -8.6 eV
**Total charge**: 0
**Gap between HOMO and LUMO**: 6.58 eV